Here is an isolated ion of composition C3H9N2OS and charge +1 in a non-equilibrium geometry from the OMol25 dataset. Energies are from ωB97M-V/def2-TZVPD.

- HOMO level: -14.25 eV
- Electronic energy: -19112.95977 eV
- Charge: +1
- ΔE to the lowest compared entry with this formula, charge and spin: 22.63 kcal/mol

Last column: Löwdin charge in e.
Element x y z (Å)
1 C -1.653 -0.068 0.092  -0.719
2 C 2.511 -0.800 0.266  -0.031
3 C 1.241 -0.044 0.220  -0.584
4 N -1.549 1.202 0.485  0.179
5 N -2.883 -0.580 -0.152  0.129
6 O 1.251 0.951 -0.737  -0.101
7 S -0.351 -1.095 -0.239  1.088
8 H 2.707 -1.049 -0.734  0.083
9 H 3.246 -0.069 0.494  0.107
10 H 2.475 -1.604 0.876  0.066
11 H 0.802 0.329 1.106  0.089
12 H -2.389 1.692 0.538  0.106
13 H -0.692 1.744 0.272  0.137
14 H -3.488 0.174 -0.604  0.173
15 H -3.122 -1.489 -0.341  0.080
16 H 1.893 0.706 -1.542  0.196